## w
Entry from the OMol25 dataset: a 2-piece molecular cluster, C4H12N2O2 overall (wB97M-V/def2-TZVPD).

```
20
Properties=species:S:1:pos:R:3
C -0.689 1.275 -0.357
C -1.290 -0.171 -0.437
C -0.249 -1.235 0.023
C 1.105 -1.194 -0.772
N 1.220 -2.215 -1.700
O 1.949 -0.354 -0.468
N -1.106 2.017 0.827
H 0.454 1.175 -0.366
H -1.067 1.880 -1.124
H -1.467 -0.426 -1.449
H -2.263 -0.309 0.203
H -0.839 -2.240 0.033
H 0.224 -1.022 1.096
H 2.124 -2.008 -2.190
H 0.381 -2.584 -2.243
H -0.396 2.060 1.572
H -1.993 1.731 1.217
H 1.777 0.922 1.549
H 1.166 1.687 2.634
O 0.957 1.011 1.955
```

Properties
* molar mass: 120.152 g mol⁻¹
* gap between HOMO and LUMO: 8.867 eV
* net charge: 0

Atomic partial charges in e from the Löwdin method, atoms 1 to 8: number 1, C, carries -0.270; number 2, C, carries -0.182; number 3, C, carries -0.145; number 4, C, carries -0.535; number 5, N, carries 0.124; number 6, O, carries 0.017; number 7, N, carries -0.039; number 8, H, carries 0.109

## x
Entry from the OMol25 dataset: a 3-piece molecular cluster, C4H12N2O2 overall (wB97M-V/def2-TZVPD).

```
20
Properties=species:S:1:pos:R:3
C -0.479 -0.158 -1.660
C -1.175 -1.212 -2.289
C -1.567 -2.349 -1.704
O -0.529 1.549 1.583
N -0.375 -0.108 -0.350
C 0.988 -0.473 0.321
N 0.748 -0.855 1.648
H -1.180 2.254 1.669
H -0.094 0.676 -2.259
H -1.168 -1.188 -3.362
H -1.643 -2.461 -0.632
H -1.917 -3.089 -2.414
H -0.507 0.902 -0.113
H 1.465 -1.213 -0.292
H 1.541 0.432 0.517
H 0.174 -0.058 1.962
H 0.299 -1.745 1.808
H 1.995 3.208 1.554
H 0.802 2.189 1.357
O 1.819 2.334 1.195
```

Properties
* molar mass: 120.152 g mol⁻¹
* gap between HOMO and LUMO: 6.040 eV
* net charge: 0

Atomic partial charges in e from the Löwdin method, atoms 1 to 8: number 1, C, carries -0.076; number 2, C, carries -0.124; number 3, C, carries 0.118; number 4, O, carries -0.369; number 5, N, carries 0.022; number 6, C, carries -0.209; number 7, N, carries 0.036; number 8, H, carries -0.028

Which structure is most stable, and how do the rest compare? From most to least stable: w, x.

## w
Entry from the OMol25 dataset: one molecule with the formula C2H4BrN (wB97M-V/def2-TZVPD).

```
8
Properties=species:S:1:pos:R:3
C -1.162 0.478 -0.626
C 0.088 -0.346 0.373
N -2.480 0.510 -0.661
Br -3.336 1.522 -1.928
H -0.545 0.972 -1.285
H -0.509 -1.162 0.946
H 0.417 0.469 1.075
H 0.795 -0.546 -0.374
```

Properties
* molar mass: 121.965 g mol⁻¹
* gap between HOMO and LUMO: 10.117 eV
* net charge: 0

Partial charges, Löwdin, in e: number 1, C, carries -0.244; number 2, C, carries -0.014; number 3, N, carries -0.515; number 4, Br, carries 0.589; number 5, H, carries 0.027; number 6, H, carries 0.084; number 7, H, carries 0.061; number 8, H, carries 0.013

## x
Entry from the OMol25 dataset: C2H4BrN as an isolated structure (wB97M-V/def2-TZVPD).

```
8
Properties=species:S:1:pos:R:3
C -0.957 -1.490 -1.155
C -0.083 0.566 0.234
N -1.436 -0.451 -0.720
Br -2.040 -2.583 -2.309
H -0.025 -2.123 -1.162
H -0.116 0.196 1.242
H -0.247 1.543 -0.153
H 0.845 0.275 -0.132
```

Properties
* molar mass: 121.965 g mol⁻¹
* gap between HOMO and LUMO: 10.309 eV
* net charge: 0

Partial charges, Löwdin, in e: number 1, C, carries -0.788; number 2, C, carries 0.076; number 3, N, carries -0.010; number 4, Br, carries 0.584; number 5, H, carries 0.053; number 6, H, carries 0.043; number 7, H, carries 0.035; number 8, H, carries 0.006

Which structure is most stable, and how do the rest compare? From most to least stable: x, w.

## w
Entry from the OMol25 dataset: a 2-piece molecular cluster, C5H7BrO overall (wB97M-V/def2-TZVPD).

```
14
Properties=species:S:1:pos:R:3
C -2.361 -1.789 -0.414
C 1.746 -1.116 2.000
C 0.647 -0.538 1.510
C -2.279 -0.573 -0.830
C -1.709 -0.031 -2.125
O -2.585 -2.886 -0.158
Br -3.103 0.650 0.364
H 1.759 -1.302 3.071
H 2.572 -1.311 1.517
H -0.193 -0.255 2.132
H 0.382 -0.600 0.438
H -2.469 -0.192 -2.933
H -0.995 -0.769 -2.435
H -1.474 1.000 -1.976
```

Properties
* molar mass: 163.014 g mol⁻¹
* gap between HOMO and LUMO: 8.863 eV
* net charge: 0

Atomic partial charges in e from the Löwdin method, atoms 1 to 8: number 1, C, carries -0.315; number 2, C, carries -0.048; number 3, C, carries -0.065; number 4, C, carries -0.749; number 5, C, carries -0.109; number 6, O, carries 0.196; number 7, Br, carries 0.748; number 8, H, carries 0.054

## x
Entry from the OMol25 dataset: a 2-piece molecular cluster, C5H7BrO overall (wB97M-V/def2-TZVPD).

```
14
Properties=species:S:1:pos:R:3
C 0.319 1.758 -0.015
C -0.611 1.023 -0.154
C 1.110 -1.372 -0.076
C -1.887 0.533 -0.545
C 0.497 -1.873 0.986
O 1.319 2.408 0.524
Br 2.871 -0.836 -0.230
H 0.585 -1.327 -0.949
H -2.195 1.035 -1.632
H -1.761 -0.562 -0.671
H -2.585 0.751 0.195
H 0.870 -2.012 1.944
H -0.607 -2.124 0.748
H 2.074 2.601 -0.125
```

Properties
* molar mass: 163.014 g mol⁻¹
* gap between HOMO and LUMO: 9.236 eV
* net charge: 0

Atomic partial charges in e from the Löwdin method, atoms 1 to 8: number 1, C, carries -0.204; number 2, C, carries -0.153; number 3, C, carries -0.740; number 4, C, carries -0.117; number 5, C, carries -0.071; number 6, O, carries 0.029; number 7, Br, carries 0.716; number 8, H, carries 0.004

Which structure is most stable, and how do the rest compare? From most to least stable: w, x.

## w
Entry from the OMol25 dataset: a 3-piece molecular cluster, C3H7O2 overall (wB97M-V/def2-TZVPD).

```
12
Properties=species:S:1:pos:R:3
C -0.439 -0.833 -0.257
O -1.555 -1.285 -0.284
H 0.193 -1.117 0.633
H 0.036 -0.023 -0.780
H -4.257 0.066 -2.873
C 1.218 0.735 1.660
C 2.105 0.426 0.594
O 2.617 -0.748 0.419
H 0.888 1.772 1.812
H 0.902 -0.056 2.358
H 2.784 1.254 0.224
H -4.494 -0.193 -3.506
```

Properties
* molar mass: 75.087 g mol⁻¹
* gap between HOMO and LUMO: 6.840 eV
* net charge: -1

Atomic partial charges in e from the Löwdin method, atoms 1 to 8: number 1, C, carries -0.187; number 2, O, carries -0.067; number 3, H, carries 0.044; number 4, H, carries 0.047; number 5, H, carries 0.005; number 6, C, carries -0.139; number 7, C, carries -0.550; number 8, O, carries -0.236

## x
Entry from the OMol25 dataset: an isolated ion of composition C3H7O2 and charge -1 (wB97M-V/def2-TZVPD).

```
12
Properties=species:S:1:pos:R:3
C -1.341 0.155 0.830
O -2.000 0.183 -0.256
C 0.195 0.498 0.460
C 0.476 -0.233 -0.832
O 1.738 -0.816 -1.241
H -1.523 1.026 1.551
H -1.243 -0.849 1.243
H 0.805 0.180 1.274
H 0.388 1.638 0.232
H -0.060 -1.275 -0.925
H 0.194 0.330 -1.764
H 2.372 -0.835 -0.571
```

Properties
* molar mass: 75.087 g mol⁻¹
* gap between HOMO and LUMO: 6.128 eV
* net charge: -1

Atomic partial charges in e from the Löwdin method, atoms 1 to 8: number 1, C, carries -0.605; number 2, O, carries -0.315; number 3, C, carries -0.219; number 4, C, carries -0.302; number 5, O, carries -0.134; number 6, H, carries 0.075; number 7, H, carries 0.066; number 8, H, carries 0.058

## y
Entry from the OMol25 dataset: a 3-piece molecular cluster, C3H7O2 overall (wB97M-V/def2-TZVPD).

```
12
Properties=species:S:1:pos:R:3
C -1.249 1.246 0.347
O -2.111 2.051 0.054
H -0.833 1.271 1.376
H -0.841 0.491 -0.301
H -2.119 -4.269 -0.587
C 1.749 1.363 -0.064
C 1.520 0.016 -0.184
O 1.237 -0.668 -1.204
H 1.862 1.710 0.958
H 1.896 1.976 -0.943
H 1.570 -0.536 0.800
H -2.680 -4.651 -0.252
```

Properties
* molar mass: 75.087 g mol⁻¹
* gap between HOMO and LUMO: 6.776 eV
* net charge: -1

Atomic partial charges in e from the Löwdin method, atoms 1 to 8: number 1, C, carries -0.168; number 2, O, carries -0.069; number 3, H, carries 0.070; number 4, H, carries 0.043; number 5, H, carries 0.005; number 6, C, carries -0.137; number 7, C, carries -0.617; number 8, O, carries -0.204

## z
Entry from the OMol25 dataset: an isolated ion of composition C3H7O2 and charge -1 (wB97M-V/def2-TZVPD).

```
12
Properties=species:S:1:pos:R:3
C -0.438 -0.013 0.428
C 0.040 0.557 -0.881
O -1.092 0.965 -1.693
C 0.563 -0.940 1.218
O 0.515 -0.786 2.541
H -1.393 -0.527 0.290
H -0.657 0.793 1.133
H 0.669 1.430 -0.700
H 0.616 -0.173 -1.453
H -0.743 1.392 -2.482
H 0.335 -1.972 0.833
H 1.585 -0.726 0.767
```

Properties
* molar mass: 75.087 g mol⁻¹
* gap between HOMO and LUMO: 5.745 eV
* net charge: -1

Atomic partial charges in e from the Löwdin method, atoms 1 to 8: number 1, C, carries -0.215; number 2, C, carries -0.296; number 3, O, carries -0.117; number 4, C, carries -0.585; number 5, O, carries -0.370; number 6, H, carries 0.095; number 7, H, carries 0.092; number 8, H, carries 0.103

Which structure is most stable, and how do the rest compare? From most to least stable: z, y, x, w.

## w
Entry from the OMol25 dataset: C3H3NO2 as an isolated structure (wB97M-V/def2-TZVPD).

```
9
Properties=species:S:1:pos:R:3
C -1.032 0.965 -1.371
C 0.140 -0.787 0.275
C 0.115 0.945 -0.601
N -2.040 0.700 -1.903
O 1.288 -0.833 1.121
O 0.917 1.667 -0.048
H -0.854 -0.534 0.694
H 0.160 -1.973 0.026
H 1.306 -0.150 1.807
```

Properties
* molar mass: 85.062 g mol⁻¹
* gap between HOMO and LUMO: 8.625 eV
* net charge: 0

Atomic partial charges in e from the Löwdin method, atoms 1 to 8: number 1, C, carries -0.164; number 2, C, carries -0.109; number 3, C, carries -0.272; number 4, N, carries 0.205; number 5, O, carries -0.098; number 6, O, carries 0.111; number 7, H, carries 0.080; number 8, H, carries 0.158

## x
Entry from the OMol25 dataset: one molecule with the formula C3H3NO2 (wB97M-V/def2-TZVPD).

```
9
Properties=species:S:1:pos:R:3
O 2.051 0.147 0.211
C 0.752 -0.043 0.071
N 0.311 -0.995 -0.714
O -1.124 -1.206 -0.409
C -1.389 0.045 -0.126
C -0.351 0.674 0.470
H 2.492 -0.588 -0.253
H -2.302 0.518 -0.418
H -0.441 1.447 1.167
```

Properties
* molar mass: 85.062 g mol⁻¹
* gap between HOMO and LUMO: 9.789 eV
* net charge: 0

Atomic partial charges in e from the Löwdin method, atoms 1 to 8: number 1, O, carries 0.120; number 2, C, carries -0.456; number 3, N, carries 0.124; number 4, O, carries 0.012; number 5, C, carries -0.154; number 6, C, carries -0.003; number 7, H, carries 0.133; number 8, H, carries 0.126

## y
Entry from the OMol25 dataset: one molecule with the formula C3H3NO2 (wB97M-V/def2-TZVPD).

```
9
Properties=species:S:1:pos:R:3
O -0.963 -0.155 -1.225
C -0.474 0.142 0.039
C 0.659 -0.818 0.418
O 0.888 -1.771 -0.284
C 0.017 1.534 0.140
N 0.409 2.614 0.265
H -0.500 -0.967 -1.501
H -1.258 0.027 0.806
H 1.222 -0.605 1.343
```

Properties
* molar mass: 85.062 g mol⁻¹
* gap between HOMO and LUMO: 11.410 eV
* net charge: 0

Atomic partial charges in e from the Löwdin method, atoms 1 to 8: number 1, O, carries 0.008; number 2, C, carries -0.355; number 3, C, carries -0.167; number 4, O, carries 0.088; number 5, C, carries -0.147; number 6, N, carries 0.170; number 7, H, carries 0.097; number 8, H, carries 0.163

Which structure is most stable, and how do the rest compare? From most to least stable: y, x, w.

## w
Entry from the OMol25 dataset: C3H3NO2 as an isolated structure (wB97M-V/def2-TZVPD).

```
9
Properties=species:S:1:pos:R:3
C -0.887 -0.297 0.084
C 1.246 -0.676 -0.094
C 1.132 0.591 -0.080
H -2.682 0.690 0.435
H 2.239 -1.213 -0.302
H 1.527 1.588 0.234
N -0.004 -1.328 0.030
O -2.249 -0.292 -0.193
O -0.321 0.937 -0.115
```

Properties
* molar mass: 85.062 g mol⁻¹
* gap between HOMO and LUMO: 9.463 eV
* net charge: 0

Atomic partial charges in e from the Löwdin method, atoms 1 to 8: number 1, C, carries -0.446; number 2, C, carries -0.179; number 3, C, carries -0.071; number 4, H, carries 0.292; number 5, H, carries 0.143; number 6, H, carries 0.138; number 7, N, carries 0.127; number 8, O, carries -0.007

## x
Entry from the OMol25 dataset: one molecule with the formula C3H3NO2 (wB97M-V/def2-TZVPD).

```
9
Properties=species:S:1:pos:R:3
C -1.196 0.382 -0.862
C -0.024 0.504 -0.148
C 0.508 -0.828 0.351
N -2.170 0.152 -1.359
O 0.036 1.533 0.856
O 0.871 1.534 -0.249
H 1.643 -0.881 0.046
H -0.158 -1.681 0.005
H 0.490 -0.716 1.360
```

Properties
* molar mass: 85.062 g mol⁻¹
* gap between HOMO and LUMO: 11.520 eV
* net charge: 0

Atomic partial charges in e from the Löwdin method, atoms 1 to 8: number 1, C, carries -0.140; number 2, C, carries -0.535; number 3, C, carries 0.034; number 4, N, carries 0.226; number 5, O, carries 0.049; number 6, O, carries 0.059; number 7, H, carries 0.144; number 8, H, carries 0.118

Which structure is most stable, and how do the rest compare? From most to least stable: w, x.

## w
Entry from the OMol25 dataset: one molecule with the formula C3H3NO2 (wB97M-V/def2-TZVPD).

```
9
Properties=species:S:1:pos:R:3
O -1.906 0.148 -1.204
C -0.775 -0.139 -0.510
C -0.096 -1.319 -0.617
O 1.037 -0.889 0.472
C 0.791 0.447 0.855
N -0.280 0.868 0.341
H -2.132 1.064 -0.999
H 1.908 -1.084 0.084
H 1.454 0.903 1.578
```

Properties
* molar mass: 85.062 g mol⁻¹
* gap between HOMO and LUMO: 8.793 eV
* net charge: 0

Atomic partial charges in e from the Löwdin method, atoms 1 to 8: number 1, O, carries 0.030; number 2, C, carries -0.489; number 3, C, carries 0.120; number 4, O, carries -0.051; number 5, C, carries -0.164; number 6, N, carries 0.151; number 7, H, carries 0.103; number 8, H, carries 0.163

## x
Entry from the OMol25 dataset: one molecule with the formula C3H3NO2 (wB97M-V/def2-TZVPD).

```
9
Properties=species:S:1:pos:R:3
O -0.285 -0.964 0.944
C -0.596 0.273 1.489
O -0.465 1.326 0.941
C 0.486 0.144 -1.275
C 0.177 -0.829 -0.311
N 0.594 -1.439 -1.312
H -0.981 0.134 2.498
H -0.324 0.626 -1.821
H 1.396 0.730 -1.153
```

Properties
* molar mass: 85.062 g mol⁻¹
* gap between HOMO and LUMO: 11.083 eV
* net charge: 0

Atomic partial charges in e from the Löwdin method, atoms 1 to 8: number 1, O, carries 0.109; number 2, C, carries -0.253; number 3, O, carries 0.107; number 4, C, carries -0.064; number 5, C, carries -0.455; number 6, N, carries 0.216; number 7, H, carries 0.149; number 8, H, carries 0.096

Which structure is most stable, and how do the rest compare? From most to least stable: x, w.